178
Properties=species:S:1:pos:R:3:forces:R:3 method="wB97M-V/def2-TZVPD" homo_ev=-9.78 mol_weight_g_mol=946.2 total_charge=+1 gap_ha=0.2556 lumo_ev=-2.83
C 2.215967 -4.151639 1.444053 0.066 -0.325 -0.098
C 2.765684 -3.104456 2.386269 -0.181 0.323 0.128
B 2.681568 -1.695489 1.766079 -0.108 0.436 -0.053
O 1.939474 -1.475704 0.664573 -0.193 -0.960 -0.604
C 3.411853 -0.448230 2.506784 0.233 0.239 -0.053
C 2.451284 0.693819 2.888224 -0.197 -0.494 0.450
O 3.018125 1.962707 2.616836 -0.740 -2.454 8.783
C 4.296763 2.158728 3.170155 1.008 0.058 1.033
C 5.296934 1.128298 2.610073 -0.139 -0.452 -0.003
N 4.516734 0.213112 1.718711 0.642 -0.007 0.806
H 1.165112 -3.982984 1.230894 -0.130 0.025 -0.012
H 2.322823 -5.166742 1.813925 0.029 -0.090 0.110
H 2.744821 -4.086265 0.496316 -0.044 -0.180 -0.184
H 3.811530 -3.289656 2.652742 0.097 -0.115 0.107
H 2.241029 -3.069282 3.349199 0.047 -0.204 0.172
H 2.218580 -0.837741 -0.023935 -0.093 -0.571 1.765
H 3.904970 -0.813966 3.404891 0.109 -0.073 0.084
H 1.536914 0.654643 2.306230 -0.117 0.026 -0.125
H 2.199147 0.602336 3.945795 -0.141 0.048 0.052
H 4.296479 2.156369 4.259083 -0.174 -0.006 0.043
H 4.605709 3.149714 2.856517 -0.059 0.211 -0.033
H 5.736524 0.495956 3.372898 0.077 0.064 0.218
H 6.096093 1.594335 2.044840 0.037 0.040 -0.178
H 4.111100 0.772975 0.964425 -0.219 -0.595 -0.278
H 5.117274 -0.493877 1.299703 0.040 0.074 -0.060
C 0.360607 -3.523632 -4.137039 0.014 -0.028 -0.076
C 1.211481 -3.211965 -2.919548 -0.176 0.009 0.107
C 2.301116 -4.236346 -2.603950 0.250 0.009 0.124
O 1.863514 -5.401273 -1.944855 -0.098 -0.099 0.220
C 1.400933 -6.475432 -2.740249 0.020 0.111 -0.121
N 0.351095 -2.952364 -1.760310 0.159 0.094 0.017
H -0.383199 -4.299021 -3.945595 0.055 -0.047 0.103
H -0.157920 -2.621275 -4.449205 -0.098 -0.043 -0.061
H 0.985112 -3.846554 -4.972460 -0.010 -0.025 -0.017
H 1.742580 -2.276624 -3.139010 0.056 0.009 -0.014
H 2.980771 -3.762552 -1.885715 0.084 -0.025 -0.029
H 2.890721 -4.493764 -3.494445 -0.091 0.010 -0.054
H 1.968515 -6.547656 -3.672953 -0.002 -0.010 -0.020
H 0.338249 -6.383147 -2.979148 0.008 0.045 -0.044
H 1.548893 -7.388364 -2.165918 0.000 0.004 0.002
H 0.914535 -2.622363 -0.980596 -0.083 -0.092 -0.022
H -0.032976 -3.838939 -1.446944 -0.077 0.012 -0.042
C -0.515036 0.972308 -5.000334 -0.033 -0.003 -0.041
C -0.100169 0.370331 -6.342207 -0.097 -0.050 0.075
C -0.611649 1.156273 -7.553686 0.110 0.051 -0.119
O -1.983884 0.981094 -7.836997 -0.139 -0.024 0.033
C -2.878027 1.779080 -7.084064 0.002 0.014 -0.072
N -0.500871 -1.037789 -6.386822 -0.020 0.075 -0.054
H -1.561558 0.753705 -4.786600 -0.018 0.015 0.007
H 0.075061 0.561661 -4.181979 0.036 -0.075 -0.037
H -0.383586 2.056479 -4.998511 0.004 -0.001 -0.012
H 0.992765 0.402000 -6.402947 0.012 0.022 -0.012
H -0.088386 0.789634 -8.440520 -0.020 0.002 -0.011
H -0.381238 2.225613 -7.452310 0.001 -0.004 0.043
H -2.444433 2.760535 -6.869204 -0.005 0.015 0.014
H -3.166706 1.303506 -6.143899 0.030 0.009 0.018
H -3.775893 1.921328 -7.684801 0.001 0.022 0.005
H -0.147324 -1.478577 -7.230589 0.082 0.024 0.030
H -1.511958 -1.077786 -6.483087 -0.013 -0.001 0.058
C -4.855741 0.098190 -12.591212 0.027 0.032 -0.019
C -4.088592 0.179092 -11.275022 -0.121 0.004 -0.079
C -3.151235 -1.000656 -11.010493 0.209 0.051 0.053
O -3.798467 -2.191998 -10.612532 -0.073 -0.046 0.004
C -4.315903 -2.989070 -11.660057 0.027 -0.032 0.026
N -5.033464 0.372487 -10.170025 -0.010 -0.040 0.106
H -5.692870 -0.598376 -12.538850 0.009 -0.029 0.041
H -5.275458 1.069984 -12.846808 -0.037 0.007 0.022
H -4.201357 -0.212779 -13.407642 0.003 -0.013 -0.001
H -3.452142 1.068509 -11.317218 0.044 -0.008 0.012
H -2.506340 -0.726300 -10.171018 -0.014 -0.043 0.024
H -2.505180 -1.195049 -11.877858 -0.055 0.034 -0.040
H -3.672670 -2.943300 -12.544408 -0.004 -0.004 -0.019
H -5.328552 -2.693568 -11.945792 0.018 0.029 -0.022
H -4.345765 -4.016500 -11.299930 -0.005 -0.003 0.001
H -4.513361 0.541782 -9.313589 0.036 0.050 -0.039
H -5.487077 -0.523230 -10.006734 0.009 -0.019 -0.005
C -10.431694 1.317714 -10.533427 0.004 0.041 0.025
C -8.915463 1.153551 -10.489082 -0.147 -0.042 -0.033
C -8.168417 1.842694 -11.635189 0.112 0.105 0.031
O -8.240470 1.166552 -12.876765 -0.028 -0.043 -0.046
C -9.417610 1.381652 -13.628362 0.069 0.012 -0.045
N -8.594175 -0.272781 -10.398848 0.091 0.049 -0.031
H -10.882043 0.663817 -11.280037 0.009 0.002 -0.034
H -10.863364 1.051069 -9.569653 0.002 -0.035 0.005
H -10.714743 2.346586 -10.763090 0.001 0.004 -0.005
H -8.559117 1.629080 -9.570089 0.045 0.014 -0.002
H -7.107536 1.863387 -11.377953 0.008 -0.060 -0.007
H -8.501872 2.883310 -11.754353 -0.080 -0.028 0.016
H -9.789460 2.402646 -13.497193 -0.023 0.008 -0.001
H -10.213078 0.679505 -13.365671 -0.013 0.027 0.037
H -9.163687 1.232891 -14.677439 -0.003 0.003 -0.003
H -7.593720 -0.366291 -10.258077 -0.003 0.024 0.042
H -8.765460 -0.680540 -11.314171 -0.051 -0.058 0.030
C 2.135740 -3.254573 8.834853 -0.006 0.007 0.015
C 1.399823 -2.598029 7.672683 0.067 0.022 0.056
C 1.078645 -3.546410 6.513797 -0.102 0.001 -0.054
O 2.185177 -3.880810 5.696502 0.070 0.058 0.014
C 3.003539 -4.933428 6.184192 -0.003 -0.059 -0.084
N 2.149309 -1.414761 7.235146 -0.045 -0.034 -0.116
H 3.190882 -3.405547 8.606304 0.005 -0.020 -0.030
H 2.083461 -2.616764 9.715387 0.019 0.028 -0.001
H 1.698155 -4.221757 9.085640 -0.002 -0.009 -0.005
H 0.435002 -2.244808 8.048220 -0.034 -0.020 -0.009
H 0.369392 -3.043165 5.850043 0.015 -0.012 -0.024
H 0.594799 -4.461104 6.879312 0.012 0.016 0.054
H 2.414784 -5.685600 6.715232 0.026 -0.022 0.021
H 3.791020 -4.566786 6.846284 -0.030 -0.012 0.043
H 3.473480 -5.407520 5.322745 -0.009 0.002 -0.013
H 1.598542 -0.897848 6.556028 -0.024 0.028 0.057
H 2.972866 -1.737154 6.734414 0.030 0.009 0.042
C 0.857270 -10.553280 7.865251 -0.002 -0.018 -0.009
C 0.956859 -9.474052 6.792976 -0.067 -0.003 0.084
C 2.390869 -9.052279 6.457342 0.008 0.009 -0.115
O 3.007381 -8.220751 7.420732 -0.001 0.076 0.081
C 3.580175 -8.886330 8.531629 0.039 0.051 -0.024
N 0.108600 -8.341766 7.173212 0.113 0.068 -0.074
H 1.014537 -10.140864 8.861931 0.028 0.017 0.005
H -0.136474 -10.997329 7.853408 -0.026 0.022 0.014
H 1.588802 -11.346184 7.702000 0.007 -0.001 -0.002
H 0.543438 -9.887728 5.867933 0.026 -0.014 -0.029
H 2.361880 -8.456241 5.540572 0.020 0.019 0.015
H 3.021858 -9.929359 6.261475 -0.042 -0.029 0.021
H 4.000589 -9.852265 8.237467 0.004 -0.018 0.012
H 2.858472 -9.043665 9.336178 -0.015 -0.040 -0.022
H 4.382673 -8.253833 8.908812 0.006 -0.001 0.001
H 0.058133 -7.675678 6.408410 -0.056 -0.038 -0.015
H 0.561961 -7.845167 7.935062 -0.042 -0.030 0.042
C 2.955136 5.983987 6.020465 0.025 0.000 -0.027
C 2.325271 4.995733 5.044823 0.078 0.047 0.115
C 0.833635 5.229716 4.783513 -0.047 0.015 -0.084
O -0.016648 4.801159 5.821051 0.010 -0.029 0.046
C -0.155893 5.701966 6.908190 -0.050 -0.001 0.050
N 2.594447 3.625759 5.502561 -0.080 -0.110 -0.167
H 2.686706 5.759925 7.052083 -0.045 0.011 0.006
H 4.041620 5.940446 5.950083 0.010 -0.026 0.013
H 2.638063 7.004965 5.804352 -0.008 0.002 -0.004
H 2.823848 5.121999 4.076685 -0.012 0.004 -0.039
H 0.542035 4.638134 3.910356 -0.007 -0.006 -0.003
H 0.647325 6.285529 4.545504 0.031 0.004 0.018
H -0.109063 6.741438 6.573158 0.022 0.018 0.014
H 0.611389 5.546379 7.669126 0.021 0.062 -0.008
H -1.130493 5.519314 7.358366 -0.010 -0.016 -0.022
H 2.246826 2.983578 4.794850 -0.091 0.039 0.000
H 1.996272 3.452880 6.306886 0.096 0.008 0.086
C 2.835990 2.588235 0.621821 0.691 1.247 -4.390
C 3.387730 1.892069 -0.620983 -0.837 1.275 -0.612
C 2.939788 2.546768 -1.934732 0.158 -0.113 -0.498
O 1.610567 2.294989 -2.331593 0.182 -0.289 0.318
C 0.613767 3.065819 -1.683300 -0.116 0.083 -0.064
N 3.078839 0.455928 -0.540000 0.183 0.480 -1.258
H 1.792996 2.327188 0.798124 0.015 -0.043 0.001
H 3.399483 2.287639 1.508576 -0.091 1.294 -4.277
H 2.906232 3.671963 0.536413 -0.111 0.106 -0.297
H 4.478241 1.988478 -0.597769 0.148 0.003 -0.122
H 3.559640 2.160296 -2.747123 -0.021 -0.017 -0.112
H 3.111489 3.629417 -1.876624 0.074 -0.065 0.098
H 0.976554 4.073888 -1.460431 -0.001 -0.014 0.010
H 0.262533 2.598134 -0.759960 0.039 0.022 0.012
H -0.229473 3.138786 -2.367294 0.001 -0.016 -0.016
H 3.549801 -0.035887 -1.294695 0.036 0.042 -0.211
H 2.085283 0.338251 -0.737733 -0.131 0.947 -0.594
C 0.159835 10.747895 10.403270 0.009 0.007 0.025
C -0.170385 9.259293 10.422577 -0.059 0.086 -0.050
C 1.013287 8.350293 10.076884 -0.005 -0.093 0.083
O 1.351082 8.307059 8.703055 -0.006 0.007 -0.125
C 2.162589 9.368238 8.238646 0.018 -0.060 -0.021
N -1.339654 9.018960 9.574745 0.090 -0.127 -0.019
H 0.210125 11.132024 9.384275 0.018 -0.014 -0.020
H -0.618331 11.306868 10.919814 -0.031 0.002 -0.019
H 1.112183 10.952019 10.895355 0.006 -0.002 0.000
H -0.456916 8.997990 11.445870 0.030 -0.020 0.025
H 0.741305 7.323863 10.336952 0.007 -0.008 -0.028
H 1.897890 8.618352 10.669830 -0.026 0.042 0.012
H 2.871728 9.688646 9.007562 0.011 0.021 0.001
H 1.573780 10.231086 7.918597 0.001 0.013 0.044
H 2.722082 8.996626 7.380162 0.010 0.004 0.002
H -1.656398 8.060513 9.682979 -0.045 0.033 0.051
H -1.053317 9.099096 8.603313 -0.030 0.059 -0.002